[1]
{"formula": "C23H50F4N3O10P2S", "method": "the ωB97M-V functional and the def2-TZVPD basis", "homo_lumo_gap_ev": 6.50, "total_charge": 1, "total_energy_ha": -3303.296238, "species": ["N", "C", "C", "C", "C", "C", "C", "N", "C", "N", "C", "C", "C", "F", "F", "F", "C", "S", "O", "O", "F", "H", "H", "H", "H", "H", "H", "H", "H", "H", "H", "H", "H", "H", "H", "H", "H", "H", "H", "H", "H", "O", "P", "O", "C", "C", "O", "C", "C", "O", "C", "C", "H", "H", "H", "H", "H", "H", "H", "H", "H", "H", "H", "H", "H", "H", "H", "O", "P", "O", "C", "C", "O", "C", "C", "O", "C", "C", "H", "H", "H", "H", "H", "H", "H", "H", "H", "H", "H", "H", "H", "H", "H"], "positions_angstrom": [[3.3108, -1.1608, 1.6288], [4.7537, -1.3643, 1.8545], [5.4668, -2.3995, 0.9485], [5.9980, -3.6345, 1.7179], [5.5046, -5.0129, 1.2512], [4.0125, -5.2609, 1.3776], [3.6146, -6.7115, 0.9138], [3.9246, -7.6168, 2.0318], [2.1127, -6.4905, 0.9351], [1.7978, -5.2655, 0.7530], [0.4165, -4.7529, 0.8101], [0.2511, -3.3651, 0.1875], [-1.2339, -3.0493, 0.1034], [-1.8275, -3.7251, -0.8997], [-1.8687, -3.3931, 1.2485], [-1.4094, -1.7357, -0.0960], [3.0393, -4.4802, 0.4793], [3.3068, -4.5020, -1.3414], [4.5136, -5.1610, -1.6735], [3.1319, -3.1680, -1.7788], [2.1094, -5.3756, -1.8387], [2.7721, -1.8464, 2.1447], [3.0915, -1.2442, 0.6423], [4.8904, -1.5840, 2.9117], [5.2205, -0.3947, 1.6829], [6.3412, -1.8838, 0.5550], [4.8571, -2.6624, 0.0844], [5.8520, -3.5431, 2.7958], [7.0792, -3.6568, 1.5821], [5.9740, -5.7499, 1.9075], [5.8833, -5.2131, 0.2513], [3.6676, -5.1254, 2.4025], [4.0056, -6.9978, -0.0596], [3.0807, -7.9370, 2.4884], [4.4311, -8.4345, 1.7160], [1.3808, -7.2710, 1.1101], [-0.2863, -5.4766, 0.4018], [0.1632, -4.6640, 1.8671], [0.7086, -3.2654, -0.7939], [0.6554, -2.6181, 0.8721], [2.8096, -3.4386, 0.6856], [-1.3215, 4.1692, 1.8637], [-1.8657, 3.5083, 3.0547], [-0.8914, 3.6082, 4.3068], [-0.5860, 4.8923, 4.8804], [-1.7149, 5.4253, 5.7400], [-1.6847, 1.9139, 2.7735], [-1.3506, 1.4464, 1.4694], [0.1392, 1.1939, 1.3473], [-3.2676, 3.4104, 3.7787], [-4.4874, 3.3256, 2.9974], [-4.8003, 1.9023, 2.5798], [-0.3324, 5.5976, 4.0851], [0.3059, 4.7431, 5.4861], [-2.5888, 5.6749, 5.1368], [-1.3968, 6.3255, 6.2658], [-2.0257, 4.6777, 6.4695], [-1.6958, 2.1439, 0.7057], [-1.8961, 0.5110, 1.3193], [0.7125, 2.0594, 1.6767], [0.4102, 0.9647, 0.3142], [0.4352, 0.3524, 1.9788], [-4.4240, 3.9880, 2.1322], [-5.2751, 3.7059, 3.6440], [-4.2203, 1.6066, 1.7057], [-5.8547, 1.8205, 2.3147], [-4.5756, 1.2055, 3.3857], [-3.4517, 5.0612, -4.9859], [-2.7112, 3.9692, -4.3461], [-1.2546, 4.4106, -3.8891], [-1.0970, 5.4361, -2.8907], [-1.3655, 4.9174, -1.4932], [-2.2988, 2.9504, -5.5364], [-2.8652, 3.0672, -6.8428], [-1.9422, 3.8227, -7.7748], [-3.0190, 2.8459, -3.2638], [-4.2973, 2.1676, -3.2722], [-4.3201, 0.9971, -4.2366], [-1.7451, 6.2831, -3.1281], [-0.0662, 5.7764, -2.9730], [-2.4178, 4.6604, -1.3625], [-1.1066, 5.6641, -0.7436], [-0.7847, 4.0143, -1.3045], [-3.8470, 3.5388, -6.7991], [-3.0115, 2.0487, -7.2101], [-1.6340, 4.7704, -7.3341], [-2.4352, 4.0216, -8.7271], [-1.0381, 3.2436, -7.9684], [-5.0970, 2.8772, -3.4936], [-4.4467, 1.8127, -2.2535], [-4.4900, 1.3270, -5.2602], [-5.1329, 0.3188, -3.9738], [-3.3749, 0.4568, -4.2097]]}

---

[2]
{"formula": "C23H50NO5P2SSiY", "method": "the ωB97M-V functional and the def2-TZVPD basis", "homo_lumo_gap_ev": 8.39, "total_charge": 2, "total_energy_ha": -2745.855929, "species": ["Y", "P", "C", "C", "N", "C", "C", "C", "C", "C", "P", "H", "H", "H", "H", "H", "H", "H", "H", "O", "H", "H", "O", "H", "C", "H", "H", "H", "C", "H", "H", "H", "C", "H", "H", "H", "C", "H", "H", "H", "C", "C", "C", "C", "O", "Si", "S", "O", "C", "C", "C", "C", "O", "C", "C", "C", "C", "H", "H", "H", "H", "H", "H", "H", "H", "H", "H", "H", "H", "H", "H", "H", "H", "H", "H", "H", "H", "H", "H", "H", "H", "H", "H", "H"], "positions_angstrom": [[0.7324, -0.3856, 0.9180], [-1.5036, 0.4767, 2.1264], [-2.1928, 1.6805, 0.9189], [-1.1148, 2.3843, 0.1084], [0.0048, 1.7127, -0.2837], [0.7450, 2.2953, -1.2846], [0.5403, 3.6022, -1.6870], [-0.4955, 4.3414, -1.1542], [-1.3697, 3.7028, -0.2669], [1.8170, 1.5071, -2.0088], [1.4725, -0.3129, -2.0554], [-2.2573, 4.1884, 0.1167], [1.2185, 4.0169, -2.4507], [-0.6502, 5.3782, -1.4215], [1.8970, 1.8523, -3.0562], [2.8007, 1.6679, -1.5298], [-2.8612, 1.0934, 0.2336], [-2.7944, 2.4209, 1.4813], [-2.5895, -1.5057, -2.7475], [-3.0094, -0.7988, -2.1854], [-3.9132, -0.7090, -2.5166], [-1.0246, -3.2003, -2.4976], [-1.3909, -2.6601, -3.2341], [-1.2867, -3.2094, -4.0243], [0.5955, -0.4005, -3.6738], [1.2566, -0.1339, -4.5230], [0.2037, -1.4214, -3.8089], [-0.2827, 0.2562, -3.6939], [3.1174, -0.7739, -2.7026], [3.1775, -1.8577, -2.8041], [3.3148, -0.3264, -3.6770], [3.9054, -0.4560, -2.0169], [-0.8623, 1.5881, 3.4449], [-1.7147, 2.0495, 3.9574], [-0.2810, 1.0225, 4.1888], [-0.2219, 2.3908, 3.0567], [-3.0352, -0.1092, 2.8574], [-2.8449, -1.0491, 3.3836], [-3.4222, 0.6340, 3.5606], [-3.7735, -0.2820, 2.0684], [-0.2807, -5.9098, 2.3844], [-0.3495, -4.9151, 3.5356], [-1.6232, -4.0848, 3.5167], [-0.2420, -5.6563, 4.8603], [0.8013, -4.0090, 3.4526], [1.4586, -3.0119, 2.3286], [0.3188, -2.8586, 0.5631], [1.6082, -1.4608, 2.9596], [2.0535, -1.3528, 4.4768], [2.7058, 0.0086, 4.5911], [0.7883, -1.5297, 5.2875], [3.0439, -2.4485, 4.8401], [2.9872, -3.5602, 2.1429], [4.1361, -3.1680, 1.2853], [4.3165, -1.6586, 1.2752], [5.3690, -3.8016, 1.9116], [3.8779, -3.7510, -0.0995], [-1.1112, -6.6296, 2.4506], [0.6654, -6.4655, 2.4411], [-0.3269, -5.3975, 1.4140], [-2.4858, -4.7611, 3.6016], [-1.6249, -3.4202, 4.3924], [-1.6982, -3.4887, 2.5942], [0.6831, -6.2444, 4.9091], [-0.2595, -4.9559, 5.7031], [-1.0961, -6.3371, 4.9702], [2.0016, 0.8073, 4.3385], [3.1005, 0.1745, 5.6089], [3.5453, 0.0778, 3.8912], [0.3628, -2.5205, 5.0802], [1.0322, -1.4726, 6.3633], [0.0274, -0.7874, 5.0194], [2.5381, -3.4211, 4.9512], [3.8636, -2.5424, 4.1180], [3.4682, -2.1751, 5.8296], [4.3761, -1.2740, 2.3019], [5.2624, -1.4354, 0.7638], [3.5274, -1.1343, 0.7063], [5.2609, -4.8865, 2.0168], [6.2513, -3.5984, 1.2927], [5.5731, -3.3772, 2.9001], [3.7833, -4.8439, -0.0216], [2.9413, -3.3757, -0.5389], [4.7234, -3.5142, -0.7632]]}